Record 1
Here is C44H69N4O2SSiY as an isolated structure from the Open Molecules 2025 dataset. Energies are from ωB97M-V/def2-TZVPD.

```
122
Properties=species:S:1:pos:R:3:forces:R:3
Y 0.757 -1.950 0.402 0.347 -1.647 0.442
C 3.483 -3.675 -0.238 0.093 0.044 -0.029
N 2.730 -3.513 1.009 -0.099 0.146 -0.078
C 2.294 -4.823 1.499 -0.019 -0.008 0.004
C 3.536 -2.833 2.030 0.027 -0.098 0.143
C 3.906 -1.408 1.647 0.103 0.076 0.020
N 2.778 -0.562 1.190 -0.010 0.006 -0.152
C 2.339 0.273 2.337 0.058 -0.056 0.094
C 1.263 1.303 2.100 -0.062 0.230 0.080
C 1.450 2.550 2.665 -0.105 0.015 0.020
C 0.475 3.544 2.591 0.140 -0.011 -0.002
C -0.644 3.255 1.828 0.008 -0.079 0.190
C -0.890 2.017 1.221 0.217 0.037 0.091
C 0.056 1.001 1.433 0.094 -0.207 -0.082
O -0.107 -0.255 1.028 -0.683 1.548 0.231
C -2.198 1.913 0.424 0.031 0.033 0.047
C -2.228 3.064 -0.593 -0.080 -0.029 -0.095
C -3.372 2.067 1.396 -0.100 0.006 0.028
C -2.414 0.626 -0.375 0.147 0.003 -0.039
C 0.637 4.831 3.402 -0.018 -0.001 -0.093
C 0.596 4.469 4.891 -0.031 0.004 0.056
C -0.478 5.836 3.118 0.001 0.001 -0.004
C 1.976 5.514 3.111 -0.001 -0.033 0.082
C 3.257 0.280 0.051 0.172 -0.002 0.089
C 2.259 0.879 -0.902 -0.092 0.003 -0.065
C 2.210 2.244 -1.085 -0.036 0.006 -0.053
C 1.440 2.807 -2.099 0.007 -0.099 -0.028
C 0.745 1.935 -2.914 -0.035 0.031 0.076
C 0.729 0.547 -2.764 0.102 0.076 0.088
C 1.506 0.011 -1.723 -0.074 -0.163 0.124
O 1.566 -1.296 -1.422 0.162 0.181 -0.768
C -0.061 -0.227 -3.828 0.024 0.020 0.008
C -1.465 0.369 -4.010 -0.069 0.003 -0.036
C 0.700 -0.099 -5.155 0.007 -0.017 -0.033
C -0.258 -1.710 -3.541 -0.126 -0.062 0.045
C 1.409 4.315 -2.295 -0.012 0.024 -0.019
C 0.940 4.972 -0.997 -0.112 0.098 0.063
C 2.819 4.805 -2.633 0.005 0.100 0.002
C 0.459 4.739 -3.413 0.026 0.040 0.000
H 4.463 -4.135 -0.054 -0.021 -0.043 0.009
H 3.621 -2.715 -0.731 0.009 0.014 -0.014
H 2.919 -4.312 -0.917 -0.024 -0.030 -0.012
H 3.154 -5.482 1.686 -0.031 0.009 0.018
H 1.644 -5.287 0.757 0.021 -0.001 0.030
H 1.729 -4.695 2.421 0.025 -0.032 -0.012
H 4.474 -3.392 2.199 -0.083 0.055 0.001
H 2.972 -2.854 2.964 0.069 0.051 -0.121
H 4.655 -1.433 0.855 -0.034 -0.066 0.020
H 4.402 -0.943 2.511 -0.017 -0.062 -0.086
H 3.223 0.814 2.714 -0.078 -0.049 -0.021
H 2.036 -0.429 3.121 -0.017 0.120 -0.059
H 2.364 2.730 3.222 0.040 0.021 -0.018
H -1.407 4.012 1.725 0.027 0.060 0.008
H -2.148 4.045 -0.125 -0.054 -0.004 -0.007
H -3.165 3.037 -1.151 -0.063 -0.001 -0.041
H -1.405 2.958 -1.301 0.025 -0.033 -0.040
H -3.334 3.015 1.932 -0.004 0.039 0.016
H -3.368 1.265 2.134 0.015 -0.077 0.049
H -4.317 2.024 0.854 -0.076 -0.003 -0.044
H -1.584 0.442 -1.058 0.050 0.014 0.047
H -3.321 0.755 -0.974 -0.002 -0.050 0.007
H -2.537 -0.255 0.248 0.023 -0.070 0.133
H -0.338 3.968 5.144 -0.070 -0.035 0.003
H 0.680 5.369 5.502 0.001 0.075 0.059
H 1.416 3.804 5.160 0.047 -0.052 -0.007
H -1.460 5.434 3.365 -0.064 -0.037 0.047
H -0.489 6.138 2.071 0.017 0.002 -0.090
H -0.328 6.732 3.722 0.023 0.033 0.026
H 2.818 4.846 3.284 0.071 -0.065 0.009
H 2.104 6.377 3.765 -0.001 0.070 0.047
H 2.028 5.863 2.085 -0.011 0.027 -0.249
H 3.894 -0.378 -0.546 -0.030 0.064 -0.008
H 3.896 1.080 0.455 -0.052 -0.034 -0.038
H 2.789 2.876 -0.423 0.052 0.042 0.068
H 0.158 2.344 -3.721 0.018 0.074 -0.040
H -1.452 1.422 -4.282 -0.001 0.042 -0.038
H -2.060 0.267 -3.103 0.012 -0.021 -0.002
H -1.978 -0.165 -4.811 -0.045 -0.051 -0.054
H 0.801 0.943 -5.458 0.002 0.067 -0.006
H 0.171 -0.633 -5.946 -0.042 -0.046 -0.071
H 1.702 -0.519 -5.070 0.065 -0.040 0.032
H -0.836 -1.875 -2.630 -0.007 0.024 0.024
H 0.683 -2.235 -3.435 0.144 -0.039 -0.013
H -0.817 -2.151 -4.370 -0.019 -0.044 -0.015
H 1.574 4.683 -0.165 0.099 -0.009 0.192
H -0.078 4.666 -0.746 0.112 0.053 -0.039
H 0.966 6.059 -1.086 -0.006 0.094 -0.017
H 3.521 4.575 -1.833 0.039 -0.018 0.061
H 2.818 5.886 -2.778 0.022 0.084 -0.012
H 3.188 4.337 -3.545 0.000 -0.048 -0.077
H -0.561 4.410 -3.217 -0.085 -0.020 0.026
H 0.764 4.347 -4.383 0.053 -0.044 -0.073
H 0.448 5.827 -3.488 0.005 0.060 0.010
C -5.054 -6.138 -1.527 0.079 0.072 0.133
Si -4.104 -4.988 -0.386 0.050 0.095 0.072
C -4.149 -5.689 1.342 -0.054 -0.068 0.001
C -4.892 -3.301 -0.435 -0.001 0.011 -0.041
C -2.338 -4.880 -1.022 -0.271 -0.229 -0.213
C -1.952 -5.541 -2.175 0.294 -0.001 -0.116
C -0.662 -5.408 -2.700 -0.035 0.134 0.196
C 0.200 -4.564 -2.035 -0.158 -0.171 -0.173
N -0.141 -3.926 -0.916 0.474 0.122 0.090
C -1.367 -4.085 -0.392 -0.008 0.198 0.288
S -1.652 -3.198 1.080 -0.131 -0.159 -0.121
H -6.073 -6.246 -1.160 -0.142 -0.007 0.055
H -4.617 -7.132 -1.565 0.073 -0.157 -0.003
H -5.115 -5.755 -2.542 0.014 0.080 -0.170
H -5.176 -5.936 1.605 -0.130 -0.048 0.081
H -3.759 -4.984 2.072 0.022 0.064 -0.005
H -3.557 -6.600 1.404 0.058 -0.140 0.023
H -5.959 -3.378 -0.233 -0.166 0.014 0.034
H -4.768 -2.854 -1.420 -0.015 0.068 -0.128
H -4.445 -2.628 0.294 0.038 0.004 0.045
H -2.660 -6.171 -2.693 -0.118 -0.092 -0.081
H -0.353 -5.913 -3.601 -0.010 -0.042 -0.052
H 1.196 -4.362 -2.410 0.045 -0.010 -0.043
C -0.962 -3.069 4.941 -0.015 0.113 -0.040
C -0.033 -2.646 3.909 0.202 -0.010 -0.049
N 0.690 -2.355 3.069 -0.156 -0.057 0.127
H -1.918 -3.280 4.468 -0.071 -0.026 -0.011
H -1.082 -2.279 5.681 -0.015 -0.019 -0.004
H -0.586 -3.969 5.420 -0.008 -0.032 0.035
```
Forces are in eV/Å.

Electronic energy   -2813.7895 Eh
E_HOMO   -0.2649 Eh
LUMO   0.2224 eV
F_max   1.74 eV/A
Spin multiplicity   1
Orbital gap   7.431 eV

Mulliken atomic charge list, values in e, 2 entries: atom 1 (Y): 0.384, atom 2 (C): -1.026

***

Record 2
Here is C22H40F6N4O14S2V as an isolated structure from the Open Molecules 2025 dataset. Energies are from ωB97M-V/def2-TZVPD.

```
89
Properties=species:S:1:pos:R:3:forces:R:3
V -0.058 -3.835 -1.688 3.055 -0.047 1.090
C 0.362 0.852 -1.037 -2.961 -1.639 -1.176
F 1.336 0.614 -1.867 -0.274 0.428 -1.455
F 0.879 1.123 0.066 1.621 1.125 4.155
F -0.500 1.912 -1.330 1.313 -1.939 -0.536
S -0.685 -0.819 -0.740 -0.511 1.231 -0.219
O -1.166 -0.768 0.628 0.989 -0.113 -0.217
O -1.776 -0.699 -1.687 0.407 -0.777 -0.525
O 0.292 -1.960 -1.012 -1.334 1.140 0.040
C 3.411 -2.165 -3.236 -0.559 -0.254 0.688
F 4.129 -1.716 -4.262 0.586 -0.727 1.121
F 3.942 -1.836 -1.980 -0.453 -0.465 -2.326
F 2.254 -1.512 -3.350 -0.626 0.053 0.475
S 3.041 -4.069 -3.294 4.349 -1.137 -1.813
O 4.365 -4.632 -2.878 -3.497 1.355 -0.182
O 1.929 -4.255 -2.338 -1.835 0.435 1.676
O 2.599 -4.442 -4.620 0.185 0.906 0.827
C -0.300 0.760 -5.134 -0.707 -0.822 -0.098
C 0.987 0.294 -5.808 -0.713 0.578 -0.680
O 1.001 -0.719 -6.485 0.289 0.215 0.281
N 2.005 1.183 -5.699 -0.303 -0.396 -0.818
C 2.109 2.170 -4.666 0.883 -0.390 0.574
H -1.137 0.487 -5.777 0.214 0.008 -0.420
H -0.422 1.823 -4.927 0.363 -0.210 0.295
H -0.501 0.110 -4.282 0.199 0.360 0.525
H 2.815 1.094 -6.295 -0.260 -0.493 0.054
H 2.090 1.652 -3.707 0.162 0.299 0.142
H 1.350 2.951 -4.618 0.220 0.138 -0.493
H 3.125 2.526 -4.840 -0.288 0.808 0.615
C -7.989 -0.351 1.377 -0.190 -1.277 0.520
C -6.882 -1.006 0.592 -2.074 -0.202 0.497
O -6.669 -2.198 0.415 0.287 -0.147 0.052
N -6.125 -0.109 -0.040 1.910 0.373 -1.289
C -4.887 -0.308 -0.791 -0.210 -0.282 1.325
H -7.537 -0.258 2.365 -0.030 0.841 0.162
H -8.833 -1.009 1.584 0.092 -0.194 -0.462
H -8.362 0.565 0.918 0.314 0.067 0.330
H -6.468 0.841 -0.027 -0.062 0.413 0.018
H -4.345 -1.189 -0.448 -0.343 -0.111 0.090
H -4.346 0.571 -0.441 0.482 0.240 -0.943
H -5.091 -0.437 -1.854 0.134 0.577 -0.126
C 0.202 -5.612 2.452 0.121 -0.618 0.520
C 1.152 -5.049 1.483 1.645 1.273 -0.403
O 0.712 -4.508 0.439 -0.063 -0.187 -0.448
N 2.485 -5.053 1.776 -1.720 -0.321 -0.606
C 3.420 -4.294 1.015 2.038 1.206 -0.368
H -0.665 -4.952 2.485 -0.170 -0.524 -0.187
H 0.591 -5.732 3.463 0.181 0.107 -0.088
H 0.035 -6.617 2.066 -0.812 -0.049 0.156
H 2.862 -5.502 2.599 -0.584 -0.007 0.008
H 4.440 -4.471 1.356 -0.101 -0.519 0.298
H 3.334 -3.230 1.239 -0.445 0.171 -0.307
H 3.514 -4.432 -0.062 -0.833 -0.300 0.016
C 4.080 6.795 -1.085 0.648 -0.524 0.344
C 3.147 5.662 -1.556 0.974 1.920 -3.193
O 3.000 5.436 -2.797 -0.053 -0.013 3.776
N 2.454 5.104 -0.555 0.272 -0.368 0.368
C 1.455 4.143 -0.829 -1.050 -0.561 0.943
H 4.361 7.505 -1.862 -0.530 -0.159 -0.064
H 5.036 6.407 -0.732 0.172 -0.514 -0.228
H 3.741 7.297 -0.178 -0.543 0.202 -0.264
H 2.757 5.151 0.408 0.275 0.481 -0.395
H 0.922 3.946 0.101 -0.150 0.185 0.204
H 1.862 3.159 -1.059 -0.092 0.205 -0.966
H 0.720 4.610 -1.485 0.170 -0.760 -0.557
O -4.553 2.246 1.733 2.202 0.312 1.008
C -3.556 2.521 2.401 -2.737 0.370 0.974
O -3.712 2.760 3.797 0.941 -1.121 -1.786
C -2.414 2.606 4.418 0.667 1.369 -0.003
C -1.376 2.873 3.297 0.684 -0.727 1.364
C -2.124 2.736 1.991 0.057 -0.110 0.331
H -2.253 1.669 4.952 -0.550 -0.529 -0.656
H -2.262 3.327 5.221 -0.574 0.373 -0.180
H -0.562 2.175 3.495 0.050 -0.224 -0.601
H -0.890 3.846 3.372 -0.403 0.105 0.165
H -1.815 1.910 1.350 0.091 0.202 -0.127
H -1.996 3.715 1.530 -0.529 -0.337 -0.747
O 3.443 -0.731 3.900 -2.569 -0.964 -0.753
C 2.311 -1.205 3.930 3.519 0.696 1.889
O 1.881 -1.707 5.153 0.304 0.655 -1.727
C 0.489 -1.898 5.072 -0.191 -1.403 0.527
C 0.115 -1.926 3.573 -2.088 1.542 0.336
C 1.263 -1.341 2.828 3.043 -0.564 1.028
H 0.039 -1.223 5.800 -0.460 0.400 -0.607
H 0.294 -2.903 5.448 -0.078 -0.017 0.295
H -0.677 -1.219 3.325 -0.651 -0.335 0.438
H -0.278 -2.922 3.369 0.548 0.148 -0.664
H 1.292 -0.319 2.448 -1.043 -0.182 -0.420
H 1.789 -1.992 2.130 -0.408 0.048 -0.419
```
Forces are in eV/Å.

Electronic energy   -4473.8966 Eh
E_HOMO (spin up / spin down)   -0.3927 / -0.3927 Eh
LUMO (spin up / spin down)   -3.9997 / -8.5652 eV
F_max   4.85 eV/A
Spin multiplicity   5
Charge   +1
Orbital gap (spin up / spin down)   6.686 / 2.121 eV
Expectation value of S²   6.03

Mulliken atomic charge list, values in e, 2 entries: atom 1 (V): 1.089, atom 2 (C): 0.366